7
Properties=species:S:1:pos:R:3 method="wB97M-V/def2-TZVPD" gap_ev=7.65 e_homo_ev=-9.4 e_tot_ha=-676.2417 smiles="S=c1nn[nH]o1" relative_energy_ev=4.690
C -0.914 0.240 -0.262
H 1.461 -0.677 1.008
N 0.018 1.238 -0.193
N 1.189 0.760 -0.079
N 1.119 -0.637 -0.165
O -0.301 -1.017 -0.251
S -2.572 0.093 -0.059

---

54
Properties=species:S:1:pos:R:3 method="wB97M-V/def2-TZVPD" spin_multiplicity=5 charge=+3 gap_ev="7.51 / 5.20" e_homo_ev="-17.8 / -17.8" e_tot_ha=-2021.8580 relative_energy_ev=0.000
Ru -0.592 0.332 -0.127
N 0.047 3.284 1.259
C 0.265 3.279 -0.046
N 0.645 4.393 -0.629
C 0.837 4.364 -1.949
N 1.202 5.457 -2.569
N 0.674 3.239 -2.749
C 0.322 2.180 -2.129
N 0.105 2.078 -0.750
C 0.128 0.909 -2.867
C 0.309 0.781 -4.223
C 0.105 -0.469 -4.803
C -0.266 -1.541 -4.005
C -0.425 -1.350 -2.645
N -0.228 -0.144 -2.094
H 0.170 4.169 1.733
H -0.348 2.520 1.781
H 1.340 6.312 -2.047
H 1.352 5.452 -3.568
H 0.600 1.646 -4.802
H 0.235 -0.599 -5.869
H -0.433 -2.523 -4.427
H -0.726 -2.150 -1.980
O -1.757 0.893 1.407
C -2.495 -0.175 1.287
O -1.995 -0.989 0.384
C -3.685 -0.406 2.020
C -4.475 -1.545 1.760
C -5.640 -1.736 2.474
C -6.018 -0.808 3.444
C -5.222 0.303 3.683
C -4.061 0.536 2.990
N -5.626 1.282 4.715
O -6.600 1.007 5.369
O -4.845 2.186 4.928
H -4.179 -2.250 0.995
H -6.264 -2.597 2.280
H -6.927 -0.931 4.021
H -3.484 1.423 3.207
C -0.058 -1.328 3.923
N 0.201 -2.369 2.936
C -0.061 -3.800 3.232
C 0.580 -4.529 2.038
N 0.858 -3.405 1.111
C 0.704 -2.246 1.734
S 1.279 -0.736 1.018
H 0.293 -1.680 4.891
H -1.127 -1.124 3.985
H 0.490 -0.426 3.664
H -1.138 -3.960 3.295
H 0.394 -4.058 4.186
H -0.095 -5.242 1.574
H 1.513 -5.025 2.299
H 1.428 -3.501 0.284

---

50
Properties=species:S:1:pos:R:3 method="wB97M-V/def2-TZVPD" gap_ev=8.30 e_homo_ev=-9.0 e_tot_ha=-901.3719 relative_energy_ev=0.184
Rb -3.212 -1.663 1.798
F -0.646 -0.736 0.734
C -4.308 2.105 0.489
C -2.826 1.887 0.238
C -1.986 2.069 1.484
O -2.664 0.598 -0.350
H -4.526 3.152 0.694
H -4.633 1.517 1.356
H -4.857 1.786 -0.397
H -2.514 2.632 -0.506
H -0.962 2.345 1.215
H -1.913 1.179 2.111
H -2.355 2.898 2.094
H -1.809 0.232 -0.011
C 0.961 -3.832 4.053
C 0.525 -3.376 2.670
C -0.219 -4.478 1.935
O -0.335 -2.247 2.832
H 0.093 -4.138 4.638
H 1.451 -3.012 4.576
H 1.652 -4.671 3.958
H 1.386 -3.063 2.071
H 0.442 -5.333 1.759
H -0.613 -4.156 0.971
H -1.045 -4.848 2.550
H -0.245 -1.675 2.029
C 0.139 1.012 -4.986
C 0.331 1.321 -3.517
C -0.731 2.257 -2.972
O 0.252 0.084 -2.814
H 0.461 1.867 -5.582
H -0.894 0.747 -5.209
H 0.764 0.154 -5.241
H 1.314 1.780 -3.353
H -1.710 1.779 -2.990
H -0.788 3.208 -3.512
H -0.476 2.510 -1.938
H 0.404 0.289 -1.879
C 3.501 0.709 -1.371
C 2.720 0.337 -0.121
C 3.366 0.878 1.146
O 1.389 0.821 -0.271
H 4.560 0.873 -1.172
H 3.129 1.673 -1.740
H 3.351 0.001 -2.185
H 2.696 -0.758 -0.050
H 2.720 0.720 2.015
H 3.564 1.951 1.117
H 4.295 0.338 1.347
H 0.799 0.276 0.290

---

Copy entry 2 word for word.
54
Properties=species:S:1:pos:R:3 method="wB97M-V/def2-TZVPD" spin_multiplicity=5 charge=+3 gap_ev="7.51 / 5.20" e_homo_ev="-17.8 / -17.8" e_tot_ha=-2021.8580 relative_energy_ev=0.000
Ru -0.592 0.332 -0.127
N 0.047 3.284 1.259
C 0.265 3.279 -0.046
N 0.645 4.393 -0.629
C 0.837 4.364 -1.949
N 1.202 5.457 -2.569
N 0.674 3.239 -2.749
C 0.322 2.180 -2.129
N 0.105 2.078 -0.750
C 0.128 0.909 -2.867
C 0.309 0.781 -4.223
C 0.105 -0.469 -4.803
C -0.266 -1.541 -4.005
C -0.425 -1.350 -2.645
N -0.228 -0.144 -2.094
H 0.170 4.169 1.733
H -0.348 2.520 1.781
H 1.340 6.312 -2.047
H 1.352 5.452 -3.568
H 0.600 1.646 -4.802
H 0.235 -0.599 -5.869
H -0.433 -2.523 -4.427
H -0.726 -2.150 -1.980
O -1.757 0.893 1.407
C -2.495 -0.175 1.287
O -1.995 -0.989 0.384
C -3.685 -0.406 2.020
C -4.475 -1.545 1.760
C -5.640 -1.736 2.474
C -6.018 -0.808 3.444
C -5.222 0.303 3.683
C -4.061 0.536 2.990
N -5.626 1.282 4.715
O -6.600 1.007 5.369
O -4.845 2.186 4.928
H -4.179 -2.250 0.995
H -6.264 -2.597 2.280
H -6.927 -0.931 4.021
H -3.484 1.423 3.207
C -0.058 -1.328 3.923
N 0.201 -2.369 2.936
C -0.061 -3.800 3.232
C 0.580 -4.529 2.038
N 0.858 -3.405 1.111
C 0.704 -2.246 1.734
S 1.279 -0.736 1.018
H 0.293 -1.680 4.891
H -1.127 -1.124 3.985
H 0.490 -0.426 3.664
H -1.138 -3.960 3.295
H 0.394 -4.058 4.186
H -0.095 -5.242 1.574
H 1.513 -5.025 2.299
H 1.428 -3.501 0.284